(1)
C5H14O | ωB97M-V/def2-TZVPD

Structure (XYZ):
```
20
Properties=species:S:1:pos:R:3:nbo_charge:R:1
C 0.6020 1.2867 -2.9280 -0.576
C 0.2032 1.8033 -1.4863 -0.404
C 0.0164 0.7103 -0.5212 -0.362
C 0.9055 -0.5335 -0.5472 -0.420
C 0.8972 -1.1699 0.8057 -0.621
H -0.2236 0.5948 -3.1003 0.227
H 1.6198 0.9139 -2.9117 0.229
H 0.5414 2.1490 -3.5915 0.255
H -0.7303 2.3592 -1.5584 0.272
H 0.9047 2.6054 -1.1687 0.296
H 0.0305 1.2937 0.4536 0.369
H -0.9768 0.2629 -0.3030 0.342
H 0.4433 -1.1710 -1.3365 0.309
H 1.8457 -0.4650 -1.0971 0.295
H 0.6538 -2.2229 0.7972 0.258
H 1.9534 -1.1713 1.1448 0.280
H 0.4810 -0.5823 1.6256 0.250
H -3.0388 -1.4284 3.6833 0.474
H -2.0166 -1.6476 4.8092 0.477
O -2.1406 -1.7546 3.8767 -0.950
```

Results
HOMO-LUMO gap (spin up / spin down) = 11.279 / 4.328 eV
E_HOMO (spin up / spin down) = -14.124 / -14.124 eV
total charge = +1
E_LUMO (spin up / spin down) = -2.845 / -9.796 eV
multiplicity = 2
molar mass = 90.2 u

=====

(2)
C5H14O2 | ωB97M-V/def2-TZVPD

Structure (XYZ):
```
21
Properties=species:S:1:pos:R:3:nbo_charge:R:1
C 1.8999 -1.0590 -1.2700 -0.057
O 0.9259 -2.0665 -1.5103 -0.729
C 1.2144 0.2928 -1.0100 -0.417
C -0.2599 0.1920 -0.6443 -0.224
C -0.9691 1.5486 -0.8125 -0.597
C -0.4571 -0.3328 0.7656 -0.611
H 2.5453 -0.9828 -2.1501 0.163
H 2.5186 -1.3434 -0.4105 0.154
H 1.3811 -2.7820 -1.9728 0.471
H 1.3743 0.9301 -1.8823 0.204
H 1.7246 0.7402 -0.1679 0.200
H -0.7926 -0.4728 -1.3430 0.219
H -0.7241 2.2371 0.0028 0.196
H -0.6405 2.0273 -1.7484 0.204
H -2.0467 1.4279 -0.9055 0.211
H -0.0807 0.4142 1.4948 0.181
H 0.0536 -1.2556 1.0074 0.220
H -1.5256 -0.4356 0.9556 0.211
H -2.0741 0.8099 4.4552 0.464
H -1.6722 0.0245 3.2491 0.468
O -2.3949 0.0856 3.8974 -0.932
```

Results
HOMO-LUMO gap = 11.087 eV
E_HOMO = -10.269 eV
E_LUMO = 0.818 eV
SMILES = CC(C)CCO.O
molar mass = 106.2 u

=====

(3)
C5H14O2 | ωB97M-V/def2-TZVPD

Structure (XYZ):
```
21
Properties=species:S:1:pos:R:3:nbo_charge:R:1
C 1.4239 -0.3616 1.0815 -0.068
O 0.2595 -1.1149 1.5672 -0.757
C 1.3963 -0.1798 -0.4241 -0.407
C 0.3317 0.8154 -0.9589 -0.219
C -1.0544 0.5115 -0.4191 -0.626
C 0.4296 0.9730 -2.4763 -0.626
H 2.2740 -0.9975 1.3480 0.168
H 1.4821 0.5138 1.7292 0.175
H 0.5763 -1.6589 2.2656 0.465
H 1.3473 -1.1311 -0.9461 0.212
H 2.3509 0.3407 -0.5615 0.208
H 0.6806 1.7434 -0.5012 0.189
H -1.0552 0.7850 0.6455 0.218
H -1.8659 1.0135 -0.9361 0.208
H -1.3046 -0.5446 -0.2871 0.219
H -0.5634 0.7298 -2.8693 0.210
H 1.2102 0.5150 -3.0864 0.217
H 0.5571 2.0159 -2.7960 0.212
H -2.2631 -1.6021 3.0045 0.469
H -3.0642 -0.9877 1.8831 0.470
O -3.1487 -1.3787 2.7374 -0.937
```

Results
HOMO-LUMO gap = 11.276 eV
E_HOMO = -10.593 eV
E_LUMO = 0.683 eV
SMILES = CC(C)CCO.O
molar mass = 106.2 u

=====

no.,energy (a.u.)
1,-273.727757
2,-349.364061
3,-349.347204